(1)
ORCA calculation (ωB97M-V/def2-TZVPD) on a molecular structure, C29H85BrGaIO15P.

Geometry as XYZ:
```
133
C29H85BrGaIO15P, DFT ωB97M-V/def2-TZVPD
C 0.119 3.806 -1.161
C -0.887 3.428 -0.075
C -2.067 2.558 -0.508
I -2.823 3.116 -2.464
Ga -1.663 0.545 -0.295
Br -1.451 -0.526 -2.446
C -0.033 0.183 0.836
C 1.359 0.259 0.159
C 2.196 1.492 0.560
C 3.624 1.215 1.056
C 4.484 0.244 0.241
C 4.954 0.815 -1.104
C 3.907 0.666 -2.208
C 4.367 1.184 -3.569
O 3.384 2.055 -4.159
C 2.385 1.421 -4.803
C 1.474 2.392 -5.485
O 2.289 0.230 -4.828
P -3.569 -0.433 0.749
C -4.070 0.863 1.984
C -2.921 -1.712 1.937
C -4.067 -2.424 2.672
H 1.062 4.115 -0.701
H 0.325 2.964 -1.832
H -0.251 4.639 -1.765
H -1.266 4.361 0.368
H -0.357 2.898 0.722
H -2.937 2.797 0.105
H -0.050 0.817 1.732
H -0.189 -0.840 1.201
H 1.225 0.263 -0.930
H 1.914 -0.659 0.385
H 1.672 2.013 1.368
H 2.236 2.204 -0.269
H 4.165 2.174 1.057
H 3.578 0.875 2.092
H 5.364 0.004 0.851
H 3.971 -0.706 0.055
H 5.851 0.269 -1.429
H 5.229 1.868 -0.965
H 2.992 1.207 -1.956
H 3.638 -0.392 -2.283
H 4.567 0.368 -4.266
H 5.268 1.798 -3.471
H 1.903 2.613 -6.467
H 1.370 3.309 -4.907
H 0.500 1.916 -5.597
H -3.222 1.254 2.563
H -4.533 1.698 1.451
H -4.797 0.452 2.691
H -2.291 -2.428 1.402
H -2.262 -1.219 2.668
H -4.883 -2.607 1.973
H -4.446 -1.802 3.491
H -3.733 -3.375 3.106
C 0.506 2.991 -9.068
O 1.762 3.621 -8.855
H -0.249 3.538 -8.509
H 0.240 3.001 -10.128
H 0.517 1.956 -8.719
H 2.413 3.126 -9.364
C 3.279 5.958 0.797
O 2.285 5.344 1.600
H 2.891 5.979 -0.219
H 3.486 6.986 1.113
H 4.214 5.390 0.799
H 2.602 5.300 2.506
C -6.259 -3.950 -0.920
O -5.617 -4.017 0.348
H -6.093 -2.942 -1.295
H -5.825 -4.665 -1.626
H -7.328 -4.142 -0.826
H -5.733 -4.904 0.699
C 4.287 -1.668 4.172
O 4.326 -0.263 3.994
H 3.880 -2.115 3.267
H 5.292 -2.074 4.338
H 3.651 -1.944 5.016
H 4.689 0.106 4.806
C 7.703 -0.692 6.570
O 6.399 -0.147 6.424
H 8.406 0.088 6.287
H 7.903 -0.990 7.602
H 7.857 -1.555 5.916
H 5.770 -0.832 6.677
C 2.693 -4.536 6.426
O 4.023 -4.029 6.511
H 2.027 -3.736 6.739
H 2.433 -4.816 5.403
H 2.546 -5.397 7.083
H 4.628 -4.718 6.225
C -10.015 -4.705 0.242
O -9.131 -5.707 -0.255
H -9.498 -4.205 1.057
H -10.258 -3.962 -0.518
H -10.942 -5.142 0.625
H -9.561 -6.156 -0.988
C 4.761 4.233 -6.206
O 6.070 4.576 -6.667
H 4.822 3.245 -5.763
H 4.410 4.932 -5.442
H 4.041 4.208 -7.028
H 6.024 5.451 -7.061
C -1.223 -1.000 5.389
O -0.289 -1.936 4.855
H -0.734 -0.468 6.202
H -1.532 -0.281 4.628
H -2.106 -1.506 5.788
H -0.719 -2.382 4.116
C 1.192 1.930 -12.720
O 2.071 1.718 -11.624
H 0.734 2.906 -12.573
H 1.726 1.936 -13.674
H 0.401 1.176 -12.757
H 2.486 0.858 -11.728
C 0.491 -4.205 0.498
O 0.007 -4.028 1.826
H -0.346 -4.064 -0.180
H 1.256 -3.462 0.261
H 0.903 -5.209 0.353
H 0.754 -4.129 2.423
C -11.440 -0.754 0.692
O -11.301 -1.660 -0.396
H -11.360 -1.343 1.603
H -10.650 0.000 0.695
H -12.413 -0.255 0.683
H -11.358 -1.160 -1.215
C -2.632 -2.503 8.835
O -2.718 -1.092 8.702
H -3.137 -2.931 7.972
H -1.595 -2.850 8.836
H -3.129 -2.859 9.743
H -2.272 -0.687 9.450
```

Output
- HOMO-LUMO gap: 5.53 eV
- Net charge: -1
- LUMO: 1.879 eV

---

(2)
ORCA calculation (ωB97M-V/def2-TZVPD) on 9 unconnected molecules or ions with the total composition C41H84N4O33PS9Si in a non-equilibrium geometry.

Geometry as XYZ:
```
173
C41H84N4O33PS9Si, DFT ωB97M-V/def2-TZVPD
C 2.340 -1.204 3.288
C 2.891 0.184 2.901
C 1.870 0.944 2.016
N 2.458 1.797 0.922
P 3.679 2.870 1.445
S 4.667 3.633 -0.045
C 2.832 1.028 -0.186
N 3.811 0.036 -0.065
C 4.976 0.148 -0.995
C 5.137 -1.133 -1.822
C 4.283 -1.033 -3.112
C 4.694 -2.053 -4.179
C 3.894 -3.360 -3.945
C 2.653 -3.423 -4.851
C 1.493 -2.447 -4.570
C 0.770 -2.591 -3.224
C -0.413 -3.601 -3.347
C -1.793 -2.898 -3.478
C -2.626 -2.986 -2.170
C -2.399 -1.717 -1.369
N -2.764 -1.824 0.034
C -3.476 -2.828 0.618
C -3.589 -2.484 1.936
C -2.962 -1.245 2.155
C -2.453 -0.881 0.945
N 2.195 1.219 -1.288
C 1.096 2.184 -1.488
C 1.555 3.641 -1.649
O 0.698 4.391 -2.481
Si -0.906 4.543 -1.955
C -1.881 3.163 -2.812
C -1.124 4.461 -0.089
C -1.577 6.198 -2.503
H 1.847 -1.169 4.252
H 3.143 -1.937 3.273
H 1.590 -1.547 2.583
H 3.866 0.109 2.432
H 3.002 0.755 3.822
H 1.316 1.612 2.689
H 1.115 0.300 1.574
H 2.997 3.901 2.109
H 4.580 2.224 2.301
H 3.346 -0.846 -0.279
H 5.866 0.234 -0.372
H 4.971 1.038 -1.615
H 4.723 -1.940 -1.213
H 6.178 -1.326 -2.059
H 3.229 -1.142 -2.842
H 4.396 -0.011 -3.497
H 5.770 -2.187 -4.201
H 4.353 -1.661 -5.136
H 3.642 -3.461 -2.890
H 4.531 -4.194 -4.237
H 3.001 -3.166 -5.853
H 2.227 -4.426 -4.882
H 1.879 -1.426 -4.660
H 0.759 -2.567 -5.367
H 1.445 -2.898 -2.422
H 0.371 -1.618 -2.919
H -0.225 -4.213 -4.228
H -0.353 -4.255 -2.478
H -2.322 -3.425 -4.265
H -1.614 -1.852 -3.710
H -2.245 -3.848 -1.630
H -3.667 -3.160 -2.398
H -2.910 -0.869 -1.830
H -1.327 -1.504 -1.422
H -3.876 -3.703 0.148
H -4.102 -3.089 2.665
H -2.899 -0.699 3.078
H -1.928 0.034 0.765
H 2.436 0.640 -2.089
H 0.607 1.897 -2.415
H 0.395 2.020 -0.673
H 2.525 3.610 -2.142
H 1.674 4.107 -0.672
H -2.932 3.430 -2.856
H -1.440 3.046 -3.802
H -1.698 2.233 -2.270
H -0.422 3.817 0.442
H -1.035 5.451 0.355
H -2.128 4.082 0.104
H -2.612 6.268 -2.161
H -1.040 7.000 -2.000
H -1.576 6.323 -3.583
C -2.126 3.888 4.478
C -2.493 2.932 5.596
O -2.577 1.652 4.940
S -1.535 1.579 3.750
O -0.359 0.920 4.209
O -2.218 1.178 2.575
O -1.210 3.143 3.648
H -2.999 4.145 3.874
H -1.657 4.793 4.840
H -3.432 3.178 6.071
H -1.713 2.869 6.353
C -6.974 -1.943 3.591
C -7.186 -3.274 4.273
O -8.110 -2.989 5.332
S -9.107 -1.819 4.877
O -10.308 -2.407 4.399
O -9.107 -0.811 5.869
O -8.265 -1.315 3.609
H -6.281 -1.319 4.150
H -6.619 -2.047 2.568
H -6.265 -3.691 4.670
H -7.652 -3.998 3.601
C -3.742 -8.079 -2.756
C -4.847 -7.572 -3.657
O -5.777 -6.947 -2.761
S -4.989 -6.307 -1.530
O -4.786 -4.923 -1.783
O -5.576 -6.764 -0.327
O -3.594 -7.059 -1.758
H -4.027 -9.007 -2.257
H -2.807 -8.228 -3.289
H -5.331 -8.368 -4.216
H -4.480 -6.813 -4.351
C -3.095 -0.463 -7.954
C -2.112 -0.244 -6.826
O -2.065 -1.502 -6.140
S -2.288 -2.697 -7.198
O -1.020 -3.207 -7.569
O -3.332 -3.527 -6.724
O -2.839 -1.799 -8.403
H -4.127 -0.412 -7.601
H -2.956 0.242 -8.768
H -2.422 0.547 -6.148
H -1.111 -0.027 -7.207
C 9.410 -2.086 -5.764
C 9.613 -1.427 -7.110
O 8.402 -1.704 -7.828
S 7.171 -1.753 -6.812
O 6.516 -0.495 -6.818
O 6.471 -2.968 -7.009
O 8.025 -1.862 -5.456
H 9.579 -3.163 -5.817
H 10.044 -1.659 -4.991
H 10.471 -1.821 -7.644
H 9.711 -0.344 -7.014
C -7.047 3.364 6.156
C -5.873 3.202 7.096
O -5.697 1.786 7.208
S -6.102 1.081 5.824
O -4.923 0.853 5.063
O -7.036 0.049 6.095
O -6.873 2.331 5.179
H -7.996 3.194 6.668
H -7.064 4.340 5.677
H -6.055 3.642 8.073
H -4.960 3.627 6.670
C 8.454 0.324 1.597
C 8.594 1.824 1.443
O 9.775 2.150 2.178
S 10.820 0.933 2.087
O 11.756 1.208 1.062
O 11.216 0.587 3.399
O 9.790 -0.175 1.539
H 8.032 0.061 2.571
H 7.849 -0.121 0.811
H 7.738 2.367 1.835
H 8.753 2.103 0.399
C -2.740 7.212 9.421
C -1.371 6.753 9.872
O -1.250 5.423 9.336
S -2.033 5.335 7.951
O -1.104 5.500 6.892
O -2.921 4.232 8.020
O -2.878 6.677 8.092
H -3.529 6.789 10.043
H -2.833 8.294 9.406
H -1.268 6.741 10.952
H -0.579 7.367 9.439
```

Output
- HOMO-LUMO gap: 5.78 eV
- Energy relative to the best compared isomer or geometry (same formula, charge and spin): 0.00 kcal per mole
- Net charge: +1
- LUMO: -3.603 eV

---

(3)
ORCA calculation (ωB97M-V/def2-TZVPD) on a single C3H4N2O2 molecule in a non-equilibrium geometry.

Geometry as XYZ:
```
11
C3H4N2O2, DFT ωB97M-V/def2-TZVPD
N -1.789 -0.525 0.058
C -0.522 0.040 0.086
C -0.003 1.261 0.214
O 1.386 1.180 0.144
C 1.733 -0.121 -0.053
O 2.862 -0.531 -0.146
N 0.549 -0.834 -0.116
H -1.794 -1.061 -0.820
H -2.536 0.159 0.187
H -0.432 2.243 0.307
H 0.545 -1.811 0.140
```

Output
- HOMO-LUMO gap: 9.03 eV
- Energy relative to the best compared isomer or geometry (same formula, charge and spin): 30.34 kcal per mole
- SMILES: Nc1coc(=O)[nH]1
- LUMO: 0.618 eV

---

(4)
ORCA calculation (ωB97M-V/def2-TZVPD) on a gas-phase ion, C8H10N3 (charge +1) in a non-equilibrium geometry.

Geometry as XYZ:
```
21
C8H10N3, DFT ωB97M-V/def2-TZVPD
C 1.800 -1.581 -0.375
N 0.650 -0.734 -0.866
N -0.067 -1.598 -1.805
N 1.082 0.211 -1.761
C 0.596 1.310 -1.408
C -0.063 1.268 -0.132
C -0.846 2.181 0.525
C -1.566 1.765 1.623
C -1.319 0.393 2.038
C -0.579 -0.592 1.365
C -0.062 -0.129 0.217
H 2.440 -2.097 -1.171
H 2.449 -0.950 0.264
H 1.384 -2.416 0.306
H -0.532 -1.066 -2.531
H -0.559 -2.395 -1.346
H 0.650 2.223 -2.053
H -1.033 3.174 0.234
H -2.059 2.405 2.282
H -1.885 0.182 2.921
H -0.481 -1.556 1.672
```

Output
- HOMO-LUMO gap: 9.31 eV
- Energy relative to the best compared isomer or geometry (same formula, charge and spin): 49.70 kcal per mole
- SMILES: C[N@+]1(N)N=Cc2ccccc21
- Net charge: +1
- LUMO: -4.273 eV

---

(5)
ORCA calculation (ωB97M-V/def2-TZVPD) on 3 unconnected molecules or ions with the total composition C24H52NO3 in a non-equilibrium geometry.

Geometry as XYZ:
```
80
C24H52NO3, DFT ωB97M-V/def2-TZVPD
C 5.233 -1.219 1.653
C 5.592 -0.237 0.477
C 6.795 0.689 0.959
C 4.413 0.749 0.170
N 3.215 0.071 -0.373
C 2.776 0.842 -1.558
C 1.742 0.052 -2.460
O 0.571 -0.018 -2.037
O 2.199 -0.436 -3.524
O 2.220 0.105 0.611
C 1.676 -1.210 0.782
C 0.202 -1.219 1.294
C -0.806 -1.704 0.171
C -0.258 0.098 1.987
C 0.671 0.526 3.220
C -0.518 1.306 0.986
H 4.484 -0.760 2.340
H 6.154 -1.389 2.259
H 4.875 -2.171 1.209
H 5.962 -0.775 -0.419
H 7.509 0.123 1.597
H 6.348 1.510 1.565
H 7.280 1.074 0.032
H 4.800 1.575 -0.464
H 4.115 1.215 1.146
H 2.333 1.803 -1.184
H 3.615 1.120 -2.233
H 1.763 -1.756 -0.184
H 2.348 -1.754 1.501
H 0.149 -2.020 2.076
H -1.478 -0.899 -0.183
H -1.467 -2.484 0.632
H -0.295 -2.189 -0.682
H -1.255 -0.127 2.449
H 1.608 -0.062 3.278
H 0.109 0.320 4.168
H 0.811 1.625 3.185
H 0.417 1.920 1.019
H -1.330 1.982 1.349
H -0.643 0.996 -0.070
C -0.544 -0.186 -5.022
C -1.042 0.727 -6.138
C -1.822 -0.012 -7.227
C -1.022 -1.066 -7.995
C 0.240 -0.550 -8.685
C -0.043 0.495 -9.758
H 0.158 -0.933 -5.392
H -0.030 0.392 -4.260
H -1.380 -0.704 -4.542
H -0.196 1.268 -6.574
H -1.699 1.487 -5.700
H -2.227 0.724 -7.932
H -2.691 -0.501 -6.773
H -1.679 -1.518 -8.749
H -0.744 -1.877 -7.316
H 0.751 -1.398 -9.151
H 0.936 -0.142 -7.948
H -0.706 0.092 -10.529
H 0.887 0.805 -10.241
H -0.509 1.389 -9.337
C -5.532 -1.239 7.396
C -4.810 -1.175 6.055
C -3.347 -0.748 6.176
C -3.125 0.658 6.738
C -3.809 1.784 5.963
C -3.309 1.917 4.529
H -5.575 -0.261 7.879
H -6.560 -1.582 7.257
H -5.034 -1.936 8.074
H -5.350 -0.506 5.379
H -4.843 -2.167 5.594
H -2.878 -0.825 5.190
H -2.820 -1.463 6.816
H -2.047 0.851 6.767
H -3.463 0.692 7.779
H -3.622 2.727 6.486
H -4.894 1.645 5.963
H -2.232 2.099 4.502
H -3.804 2.755 4.035
H -3.516 1.018 3.945
```

Output
- HOMO-LUMO gap: 6.98 eV
- Energy relative to the best compared isomer or geometry (same formula, charge and spin): 18.09 kcal per mole
- Net charge: -1
- LUMO: 2.499 eV

---

(6)
ORCA calculation (ωB97M-V/def2-TZVPD) on a single C6H9N3 molecule in a non-equilibrium geometry.

Geometry as XYZ:
```
18
C6H9N3, DFT ωB97M-V/def2-TZVPD
C 1.408 1.875 -0.124
C 2.449 1.484 -0.944
C 0.496 0.814 -0.191
C 0.569 -1.363 -1.310
C -1.428 -0.471 0.424
C -2.217 -1.013 1.561
N 2.229 0.285 -1.486
N 1.033 -0.122 -1.066
N -0.537 0.506 0.629
H 1.293 2.790 0.421
H 3.353 2.011 -1.177
H 1.321 -2.069 -1.614
H -0.426 -1.523 -1.670
H -1.774 -0.641 -0.576
H -3.017 -0.330 1.862
H -1.585 -1.190 2.429
H -2.680 -1.953 1.271
H -0.487 0.909 1.559
```

Output
- HOMO-LUMO gap (alpha / beta): 7.96 / 6.83 eV
- Energy relative to the best compared isomer or geometry (same formula, charge and spin): 71.28 kcal per mole
- LUMO (alpha / beta): 0.765 / 0.308 eV

---

(7)
ORCA calculation (ωB97M-V/def2-TZVPD) on 2 unconnected molecules or ions with the total composition C2H5S in a non-equilibrium geometry.

Geometry as XYZ:
```
8
C2H5S, DFT ωB97M-V/def2-TZVPD
S 1.172 -1.847 -2.106
H 1.959 -2.019 -1.000
C -0.850 0.553 1.070
C -0.264 0.753 -0.104
H -1.464 1.270 1.631
H -0.661 -0.424 1.729
H 0.308 -0.016 -0.649
H -0.200 1.729 -0.572
```

Output
- HOMO-LUMO gap: 6.70 eV
- Energy relative to the best compared isomer or geometry (same formula, charge and spin): 21.08 kcal per mole
- Net charge: -1
- LUMO: 4.169 eV

---

(8)
ORCA calculation (ωB97M-V/def2-TZVPD) on a molecular structure, C2H3O3Pb in a non-equilibrium geometry.

Geometry as XYZ:
```
9
C2H3O3Pb, DFT ωB97M-V/def2-TZVPD
O 1.410 -1.532 0.031
C 0.482 -0.772 -0.066
O 0.451 0.492 0.053
C -3.051 -0.314 0.029
O -2.731 0.896 0.171
Pb -0.959 1.953 0.192
H -3.955 -0.662 0.557
H -2.993 -0.727 -0.993
H -0.756 -1.217 -0.105
```

Output
- HOMO-LUMO gap (alpha / beta): 7.25 / 7.25 eV
- Net charge: +1
- LUMO (alpha / beta): -6.828 / -6.828 eV